A structure of composition C29H25IN7STl in a non-equilibrium geometry, computed with ωB97M-V/def2-TZVPD.

Net charge = +2
E_HOMO = -12.61 eV
Lowest unoccupied orbital energy = -8.693 eV
Energy above the lowest of the compared OMol25 structures with the same formula, charge and spin = 24.3 kcal per mole

Last column: natural (NBO) charge in e.
Positions of all 64 atoms, in Å:
Tl 1.52 0.43 1.32  0.7824
C -4.44 1.97 -1.81  -0.0943
C -4.25 1.56 -0.51  -0.2231
C -3.01 1.68 0.10  -0.0746
C -1.96 2.36 -0.58  0.0612
C -2.19 2.81 -1.91  -0.1787
C -3.39 2.57 -2.52  -0.1986
N -0.76 2.53 0.01  -0.1938
C -0.24 3.74 0.07  0.1710
C -1.10 4.88 0.09  -0.1318
C -0.64 6.10 0.50  -0.2168
C 0.70 6.28 0.85  -0.0481
C 1.60 5.24 0.76  -0.2175
C 1.17 3.97 0.32  0.1749
N 2.09 2.97 0.15  -0.1877
N 3.25 3.23 -0.19  -0.0739
C 4.25 2.27 -0.17  0.2296
C 5.54 2.72 -0.45  -0.1538
C 6.58 1.80 -0.44  -0.1512
C 6.28 0.48 -0.18  -0.1855
C 4.96 0.12 0.07  0.0624
N 3.96 0.99 0.11  -0.4667
H -5.41 1.86 -2.28  0.2448
H -5.08 1.13 0.05  0.2466
H -2.89 1.50 1.16  0.2300
H -1.38 3.29 -2.44  0.2350
H -3.53 2.86 -3.55  0.2473
H -2.15 4.73 -0.14  0.2473
H -1.33 6.93 0.56  0.2558
H 1.04 7.25 1.16  0.2523
H 2.64 5.36 1.01  0.2561
H 5.71 3.77 -0.64  0.2519
H 7.59 2.12 -0.63  0.2509
H 7.06 -0.27 -0.19  0.2494
H 4.69 -0.91 0.25  0.2184
I 3.63 -5.16 3.18  0.2163
C 3.17 -4.09 1.43  -0.1808
C 3.28 -4.66 0.17  -0.1828
C 2.93 -3.90 -0.93  -0.2246
C 2.51 -2.59 -0.74  0.0338
N 2.41 -2.04 0.47  -0.5004
C 2.73 -2.78 1.53  -0.0195
H 3.63 -5.68 0.05  0.2490
H 3.00 -4.31 -1.93  0.2437
H 2.24 -1.96 -1.57  0.2069
H 2.65 -2.30 2.50  0.1968
N -0.93 -2.32 2.78  -0.7766
C -1.49 -2.40 1.55  0.3443
S -0.78 -1.54 0.27  -0.3541
N -2.60 -3.14 1.45  -0.5779
C -3.43 -3.49 0.35  0.2071
C -3.00 -3.50 -0.97  -0.2641
C -3.89 -3.88 -1.97  -0.1778
C -5.19 -4.24 -1.65  -0.2087
C -5.61 -4.25 -0.33  -0.1864
C -4.73 -3.87 0.67  -0.2597
H -0.12 -1.75 2.91  0.4087
H -1.25 -2.88 3.55  0.4030
H -2.96 -3.50 2.33  0.3977
H -1.99 -3.24 -1.22  0.2398
H -3.56 -3.90 -2.99  0.2226
H -5.88 -4.53 -2.44  0.2288
H -6.62 -4.54 -0.08  0.2311
H -5.06 -3.87 1.70  0.2131

***

A structure of composition C29H25N7O2SbSe4Ti in a non-equilibrium geometry, computed with ωB97M-V/def2-TZVPD.

Net charge = +1
E_HOMO (alpha / beta) = -9.20 / -9.20 eV
Lowest unoccupied orbital energy (alpha / beta) = -4.227 / -4.195 eV

Last column: natural (NBO) charge in e.
Positions of all 69 atoms, in Å:
Ti 0.51 -0.52 0.62  1.3033
C 0.33 -4.86 -1.27  -0.0811
O -0.27 -4.76 0.05  -0.4377
C -0.24 -3.47 0.37  0.5955
N 0.28 -2.63 -0.44  -0.5228
C 0.71 -3.42 -1.64  -0.1180
C 0.08 -2.88 -2.90  0.0179
C 0.15 -1.40 -3.02  -0.2094
C -0.26 -0.70 -4.34  -0.2493
C -1.04 -1.60 -5.25  -0.1647
C -1.14 -2.91 -5.02  -0.2123
C -0.53 -3.58 -3.86  -0.2051
C -0.80 -3.06 1.66  0.1311
C -1.32 -3.90 2.60  -0.1621
C -1.88 -3.34 3.77  -0.1218
C -1.81 -1.98 3.96  -0.1670
C -1.19 -1.22 2.97  0.1933
N -0.74 -1.72 1.83  -0.5015
C -0.85 0.22 3.07  0.6601
N -0.13 0.75 2.12  -0.6233
C 0.14 2.15 2.54  -0.1580
C -0.50 2.21 3.95  -0.0787
O -1.27 0.96 4.05  -0.4294
C -0.39 3.17 1.56  -0.0546
C -1.51 2.92 0.77  -0.1702
C -1.97 3.88 -0.12  -0.2307
C -1.31 5.11 -0.22  -0.2208
C -0.21 5.36 0.58  -0.2119
C 0.25 4.40 1.46  -0.2034
H -0.44 -5.29 -1.91  0.2060
H 1.18 -5.54 -1.19  0.2222
H 1.80 -3.31 -1.71  0.2393
H 1.12 -1.04 -2.65  0.2253
H 0.55 -0.22 -4.89  0.2275
H -1.48 -1.18 -6.14  0.2226
H -1.68 -3.53 -5.72  0.2297
H -0.62 -4.66 -3.81  0.2171
H -1.32 -4.97 2.42  0.2567
H -2.31 -3.98 4.52  0.2475
H -2.15 -1.50 4.87  0.2639
H 1.22 2.24 2.66  0.2933
H -1.21 3.02 4.08  0.2161
H 0.24 2.17 4.74  0.2441
H -2.03 1.97 0.85  0.2063
H -2.84 3.69 -0.72  0.2224
H -1.67 5.86 -0.90  0.2263
H 0.29 6.32 0.53  0.2276
H 1.12 4.59 2.08  0.2333
N 1.67 3.12 -1.23  -0.4795
C 2.73 3.17 -0.35  -0.0443
C 2.71 2.00 0.36  -0.0478
N 1.65 1.25 -0.08  -0.4990
C 1.05 1.95 -1.02  0.3344
C 0.01 1.24 -1.75  0.4835
N -0.44 0.15 -1.19  -0.6324
C -0.98 -0.64 -2.28  -0.0462
C -1.13 0.29 -3.51  -0.0497
N -0.38 1.46 -3.02  -0.5543
H 1.36 3.87 -1.82  0.4423
H 3.38 4.02 -0.30  0.2496
H 3.36 1.68 1.16  0.2922
H -1.85 -1.24 -2.00  0.2372
H -2.11 0.57 -3.89  0.2261
H 0.02 2.17 -3.61  0.4249
Se 5.27 -1.85 3.89  -0.5357
Sb 3.43 -0.43 3.90  1.0898
Se 1.32 -1.20 4.82  -0.7025
Se 3.59 1.94 3.61  -0.7191
Se 2.50 -1.36 1.37  -0.2637

***

Please write out number 2 again, unchanged.
A structure of composition C29H25N7O2SbSe4Ti in a non-equilibrium geometry, computed with ωB97M-V/def2-TZVPD.

Net charge = +1
E_HOMO (alpha / beta) = -9.20 / -9.20 eV
Lowest unoccupied orbital energy (alpha / beta) = -4.227 / -4.195 eV

Last column: natural (NBO) charge in e.
Positions of all 69 atoms, in Å:
Ti 0.51 -0.52 0.62  1.3033
C 0.33 -4.86 -1.27  -0.0811
O -0.27 -4.76 0.05  -0.4377
C -0.24 -3.47 0.37  0.5955
N 0.28 -2.63 -0.44  -0.5228
C 0.71 -3.42 -1.64  -0.1180
C 0.08 -2.88 -2.90  0.0179
C 0.15 -1.40 -3.02  -0.2094
C -0.26 -0.70 -4.34  -0.2493
C -1.04 -1.60 -5.25  -0.1647
C -1.14 -2.91 -5.02  -0.2123
C -0.53 -3.58 -3.86  -0.2051
C -0.80 -3.06 1.66  0.1311
C -1.32 -3.90 2.60  -0.1621
C -1.88 -3.34 3.77  -0.1218
C -1.81 -1.98 3.96  -0.1670
C -1.19 -1.22 2.97  0.1933
N -0.74 -1.72 1.83  -0.5015
C -0.85 0.22 3.07  0.6601
N -0.13 0.75 2.12  -0.6233
C 0.14 2.15 2.54  -0.1580
C -0.50 2.21 3.95  -0.0787
O -1.27 0.96 4.05  -0.4294
C -0.39 3.17 1.56  -0.0546
C -1.51 2.92 0.77  -0.1702
C -1.97 3.88 -0.12  -0.2307
C -1.31 5.11 -0.22  -0.2208
C -0.21 5.36 0.58  -0.2119
C 0.25 4.40 1.46  -0.2034
H -0.44 -5.29 -1.91  0.2060
H 1.18 -5.54 -1.19  0.2222
H 1.80 -3.31 -1.71  0.2393
H 1.12 -1.04 -2.65  0.2253
H 0.55 -0.22 -4.89  0.2275
H -1.48 -1.18 -6.14  0.2226
H -1.68 -3.53 -5.72  0.2297
H -0.62 -4.66 -3.81  0.2171
H -1.32 -4.97 2.42  0.2567
H -2.31 -3.98 4.52  0.2475
H -2.15 -1.50 4.87  0.2639
H 1.22 2.24 2.66  0.2933
H -1.21 3.02 4.08  0.2161
H 0.24 2.17 4.74  0.2441
H -2.03 1.97 0.85  0.2063
H -2.84 3.69 -0.72  0.2224
H -1.67 5.86 -0.90  0.2263
H 0.29 6.32 0.53  0.2276
H 1.12 4.59 2.08  0.2333
N 1.67 3.12 -1.23  -0.4795
C 2.73 3.17 -0.35  -0.0443
C 2.71 2.00 0.36  -0.0478
N 1.65 1.25 -0.08  -0.4990
C 1.05 1.95 -1.02  0.3344
C 0.01 1.24 -1.75  0.4835
N -0.44 0.15 -1.19  -0.6324
C -0.98 -0.64 -2.28  -0.0462
C -1.13 0.29 -3.51  -0.0497
N -0.38 1.46 -3.02  -0.5543
H 1.36 3.87 -1.82  0.4423
H 3.38 4.02 -0.30  0.2496
H 3.36 1.68 1.16  0.2922
H -1.85 -1.24 -2.00  0.2372
H -2.11 0.57 -3.89  0.2261
H 0.02 2.17 -3.61  0.4249
Se 5.27 -1.85 3.89  -0.5357
Sb 3.43 -0.43 3.90  1.0898
Se 1.32 -1.20 4.82  -0.7025
Se 3.59 1.94 3.61  -0.7191
Se 2.50 -1.36 1.37  -0.2637